1.
{
  "formula": "C2H4FeNO2S4",
  "method": "wB97M-V/def2-TZVPD",
  "symbols": ["S", "H", "H", "C", "S", "S", "H", "O", "N", "H", "Fe", "S", "C", "O"],
  "coordinates": [[0.7024, 0.5956, -2.4364], [2.4836, -0.2426, 1.3426], [1.8744, -2.9295, 1.2387], [1.3800, -1.9950, 1.4980], [1.7716, 3.1730, -0.6117], [1.5460, 2.3871, -2.4947], [1.5269, -1.8445, 2.5665], [-0.6725, -3.1442, 1.7570], [1.9484, -0.8553, 0.7391], [2.5790, -1.1781, 0.0154], [0.2510, 0.2170, -0.1202], [0.3589, 2.4331, 0.6296], [-0.1303, -2.1846, 1.2683], [-0.7110, -1.2555, 0.5555]],
  "atomic_forces_ev_per_a": [[0.00, -0.02, 0.01], [0.01, -0.01, 0.00], [0.00, 0.00, 0.00], [-0.02, -0.04, 0.00], [-0.07, -0.06, 0.02], [0.01, 0.02, 0.03], [-0.02, 0.02, 0.00], [-0.01, -0.02, 0.01], [0.00, 0.00, 0.00], [0.00, -0.01, 0.00], [0.02, 0.12, 0.02], [0.06, 0.02, -0.07], [0.07, 0.06, -0.03], [-0.04, -0.08, 0.01]],
  "s_squared": 8.770,
  "charge": 0,
  "homo_ha": [-0.3132, -0.3292],
  "spin_multiplicity": 6
}


2.
{
  "formula": "C11H18O",
  "method": "wB97M-V/def2-TZVPD",
  "symbols": ["C", "H", "H", "H", "C", "C", "H", "H", "H", "H", "O", "C", "C", "H", "C", "H", "C", "C", "C", "H", "H", "H", "H", "H", "H", "H", "H", "H", "C", "C"],
  "coordinates": [[0.0701, 0.2853, -1.5085], [-1.7555, 0.4575, 3.6503], [0.1738, 2.7331, -1.9152], [-0.6769, -0.6795, 3.0480], [1.5652, -1.6165, -1.4788], [-2.4465, -0.1267, 1.1443], [0.0386, 0.9570, 3.2659], [1.4827, -3.4851, -0.4584], [-2.2486, -1.1828, 0.9519], [-1.9948, 2.3464, 0.3478], [1.0846, 2.4965, -1.7252], [1.7439, -3.1388, -1.4358], [2.4526, 0.6090, -1.5919], [-2.9089, 0.2741, 0.2259], [-1.5952, 2.2290, 1.3487], [1.2947, -3.7647, -2.1987], [-1.2361, 0.7552, 1.5423], [-0.8745, 0.3995, 3.0061], [2.6476, -0.7495, -1.7355], [-0.9517, 0.6756, -1.5551], [-2.3357, 2.5434, 2.1207], [-3.0627, -0.3003, 2.0329], [3.5887, -1.3155, -1.9024], [3.2741, 1.3002, -1.6622], [-0.6998, 2.8663, 1.5168], [-0.5122, -1.7880, -1.2642], [-0.3376, 0.6288, 0.9397], [2.7804, -3.4565, -1.6319], [1.1566, 1.1362, -1.6182], [0.2830, -1.0892, -1.4591]],
  "atomic_forces_ev_per_a": [[-0.52, 0.12, -0.66], [0.30, 0.89, 0.24], [-0.15, 0.18, 0.07], [0.48, 0.14, -0.11], [-0.04, -0.65, -1.71], [0.77, -0.34, -0.30], [-0.60, -0.17, 0.63], [-0.27, -0.49, 0.56], [0.84, 0.00, -0.44], [-0.07, 0.43, -0.13], [-0.29, -0.09, 0.06], [1.36, 0.41, -0.50], [0.16, 0.04, -1.17], [-0.45, -0.18, 0.73], [0.21, 0.13, 1.42], [-1.08, 0.43, -0.13], [-0.51, -0.34, 0.82], [0.22, -0.49, -1.17], [-0.28, -1.67, 1.31], [0.32, -0.06, 0.15], [0.20, -0.12, -0.71], [-0.69, 1.00, -0.35], [-0.27, 1.23, 0.24], [0.19, 0.17, -0.08], [-0.52, -0.29, -0.34], [-0.49, 0.08, -0.20], [-0.17, -0.64, -0.16], [0.11, 0.59, 0.55], [0.73, -0.36, 0.45], [0.54, 0.07, 0.92]],
  "smiles": "Cc1ccc(O)cc1.CC(C)C",
  "charge": 0,
  "homo_ha": -0.3091,
  "spin_multiplicity": 1
}


3.
{
  "formula": "C32H73ClN9O9",
  "method": "wB97M-V/def2-TZVPD",
  "symbols": ["H", "C", "C", "H", "C", "H", "H", "C", "H", "O", "H", "H", "H", "H", "H", "O", "H", "H", "C", "N", "H", "H", "C", "O", "H", "H", "H", "H", "H", "C", "C", "C", "C", "H", "H", "C", "N", "H", "N", "H", "H", "H", "O", "H", "H", "C", "H", "H", "N", "H", "H", "H", "C", "H", "H", "C", "H", "C", "N", "H", "H", "H", "H", "H", "H", "C", "O", "H", "C", "C", "C", "H", "H", "N", "H", "C", "H", "C", "H", "C", "O", "H", "N", "H", "C", "C", "H", "C", "N", "H", "H", "H", "H", "H", "C", "H", "H", "O", "C", "H", "H", "H", "C", "H", "H", "H", "H", "H", "H", "H", "Cl", "C", "C", "H", "H", "O", "H", "H", "H", "C", "N", "C", "H", "O"],
  "coordinates": [[5.5296, -0.7914, -4.7788], [6.5215, -5.6139, -9.1677], [3.9584, -0.3825, -2.0086], [7.3598, -5.3642, -8.5193], [-1.6918, 2.1892, 1.5591], [3.4644, -3.8155, -2.4286], [-5.0132, 5.9327, 11.6365], [-4.0714, 8.7106, 8.4317], [-7.2460, 7.8703, 14.4027], [-6.8257, 1.5795, 6.8817], [6.6799, -2.9822, -4.7517], [-2.4360, -1.3811, -4.6908], [10.0468, -8.8048, -11.9881], [0.9097, 0.2605, -5.1364], [0.0409, -1.9434, -7.4273], [2.8657, -1.6993, -6.3300], [-5.6008, 3.6468, 4.5317], [5.9459, -3.3446, -10.7117], [-8.3095, -1.6776, 6.9747], [-0.5953, -1.0972, -5.6716], [1.3410, 1.1321, 1.3008], [-1.2191, 3.1059, 1.9050], [7.2957, -10.4748, -11.7672], [-4.2442, 5.2521, 9.3439], [-6.3249, 7.9482, 7.6409], [-7.9201, -2.4277, 7.6661], [-6.5232, 6.7289, 8.9101], [8.7998, -7.7490, -12.6441], [0.7057, -0.0084, -6.8620], [3.5052, -1.5434, -5.0705], [-6.4063, 8.2504, 12.0614], [4.8980, -4.3580, -7.9121], [0.3955, 0.8304, 1.7539], [-1.7032, 3.9567, 5.7947], [-3.9076, 7.1842, 12.2112], [5.5942, -2.9329, -4.6815], [-5.8786, 7.3650, 12.9257], [-5.8871, 6.2542, 7.3288], [5.4785, -4.5989, -9.0897], [6.8787, -5.6745, -10.1916], [2.8756, -3.5306, -4.6500], [-4.8072, 4.1836, 6.8991], [-0.0362, 0.1091, -0.8566], [-8.5850, -2.1761, 6.0431], [3.2546, -0.5389, -4.7180], [-0.8360, 0.8586, -0.3070], [4.6534, -0.2915, -2.8470], [4.3324, -2.2022, -0.8772], [-3.6441, 3.7795, 5.1875], [0.3979, -0.2560, 1.8495], [-2.4519, 2.4443, 0.8215], [5.2459, -1.6004, -6.3034], [9.0336, -8.7829, -12.3894], [6.1445, -6.5880, -8.8590], [-7.2710, 8.7960, 12.4736], [-3.8563, 6.3959, 9.1629], [4.7177, -4.5732, -11.0496], [-4.6217, 3.8813, 4.1195], [8.0823, -9.3105, -11.4260], [2.0921, 0.4802, -1.3778], [-1.7209, 1.2537, -0.8287], [-8.6090, 0.8158, 7.4929], [0.3180, 1.2807, 2.7407], [-5.9034, -0.4069, 5.2317], [-6.7642, 6.1693, 14.4149], [7.9875, -8.7053, -10.2267], [8.6411, -7.7317, -9.8973], [-3.0790, 8.7686, 8.8778], [-1.3845, -1.2158, -4.4563], [-2.3582, 4.0371, 4.9124], [0.1653, 0.1023, -5.9235], [2.0584, -0.1656, -2.9973], [-4.7299, 9.3909, 8.9732], [-0.7328, 1.2798, 0.9576], [-5.2483, -0.6597, 6.8486], [3.6754, -1.8537, -1.6789], [5.5418, -3.9703, -2.8921], [-6.4078, 7.1897, 14.2590], [-9.2106, -1.2484, 7.4106], [-7.6087, 0.6652, 7.0561], [-1.1023, -3.2143, -6.3213], [6.6637, -10.2868, -12.6372], [-4.5559, 7.3528, 8.5362], [7.2543, -9.1848, -9.5563], [2.9588, -2.5910, -4.0908], [-5.8980, 7.0476, 8.0765], [-4.4537, 5.9118, 13.3203], [5.0243, -1.6484, -5.2362], [5.2573, -3.0435, -3.2075], [5.8180, -2.3714, -2.6793], [-0.4521, 1.0006, -5.9757], [-6.0125, -2.0114, 5.9862], [-5.6541, 7.4108, 15.0174], [2.1490, -2.3427, -6.2442], [-4.7519, 6.5535, 12.4935], [-1.2816, -0.2961, -3.8842], [-4.3987, 3.1823, 3.3114], [-1.9322, 4.3426, 3.8071], [-0.5580, -2.1479, -6.5205], [-4.6144, 2.4752, 6.5326], [1.9463, -2.3188, -3.7785], [-2.8715, 6.7455, 9.5168], [5.0972, -3.8863, -10.2918], [7.9321, -11.3350, -11.9833], [-1.0467, -2.0561, -3.8487], [2.6571, -1.9222, -1.2812], [-3.9989, 9.0259, 7.3888], [2.8799, 1.3766, -2.7002], [4.3120, -3.1702, -10.0522], [8.9893, -9.3927, -13.2891], [4.8597, 0.3686, -0.6513], [2.6824, 0.3867, -2.2898], [-4.1068, 3.4394, 6.5208], [-2.1820, 1.7306, 2.4196], [-4.6332, 4.8849, 3.6923], [5.1819, -4.9495, -6.8723], [-3.2601, 3.4160, 7.2047], [4.1276, -3.5711, -7.9499], [6.6532, -10.7294, -10.9253], [3.7708, -2.8493, -2.8299], [-7.3498, -0.6217, 6.7454], [-6.0559, -0.9399, 6.1712], [5.1881, -3.8186, -5.1766], [-5.9945, 8.4408, 10.9312]],
  "atomic_forces_ev_per_a": [[-0.06, -0.03, -0.02], [0.05, -0.01, -0.04], [0.09, -0.07, -0.27], [0.00, 0.00, -0.01], [-0.10, 0.06, -0.05], [-0.02, 0.01, -0.05], [-0.01, 0.02, 0.01], [0.03, 0.06, 0.10], [0.01, -0.02, 0.02], [-0.01, -0.01, -0.06], [-0.02, 0.04, -0.03], [0.01, 0.00, -0.03], [-0.01, -0.02, 0.02], [-0.02, 0.02, 0.01], [-0.02, 0.00, -0.01], [0.04, -0.34, -0.05], [0.00, 0.01, -0.03], [0.02, -0.01, 0.03], [-0.10, -0.01, 0.04], [-0.06, -0.10, -0.05], [-0.01, 0.01, -0.02], [0.03, 0.00, -0.01], [-0.06, -0.07, 0.05], [0.02, 0.01, -0.04], [-0.02, -0.02, 0.00], [0.03, 0.02, 0.00], [0.02, 0.01, 0.00], [-0.02, 0.00, 0.01], [-0.03, 0.05, -0.01], [-0.27, 0.12, 0.25], [-0.05, -0.04, 0.04], [0.04, -0.15, -0.09], [0.02, 0.03, 0.05], [0.01, -0.02, 0.00], [-0.01, 0.02, -0.01], [-0.16, -0.22, 0.10], [0.03, 0.00, -0.06], [0.03, 0.00, -0.01], [0.00, -0.01, 0.07], [0.01, -0.02, 0.02], [0.04, 0.01, 0.09], [0.02, 0.02, -0.01], [-0.04, -0.05, -0.05], [0.02, 0.02, -0.02], [0.10, -0.06, 0.02], [0.01, 0.01, 0.08], [-0.07, -0.07, 0.01], [0.01, 0.04, -0.04], [-0.01, -0.03, -0.09], [-0.02, 0.00, -0.01], [0.00, 0.01, 0.02], [0.04, -0.02, 0.04], [0.01, -0.03, -0.06], [-0.04, 0.03, -0.01], [0.02, 0.03, 0.01], [-0.05, 0.06, 0.03], [0.00, -0.02, 0.02], [-0.05, -0.02, 0.00], [0.03, 0.08, 0.03], [0.03, 0.01, -0.08], [-0.01, 0.00, 0.00], [-0.01, 0.00, -0.01], [0.02, -0.02, 0.00], [-0.03, 0.01, 0.00], [0.01, 0.00, -0.03], [0.09, -0.07, -0.06], [-0.09, 0.03, 0.01], [0.00, 0.02, -0.02], [0.01, 0.08, 0.06], [-0.05, 0.10, 0.02], [0.25, 0.15, 0.02], [0.02, 0.05, 0.04], [0.00, -0.03, 0.00], [0.05, -0.04, -0.04], [-0.02, 0.01, 0.02], [-0.21, -0.01, 0.10], [0.07, 0.08, 0.03], [-0.08, 0.04, 0.05], [0.00, -0.03, 0.00], [0.03, -0.03, 0.01], [0.01, -0.02, 0.00], [0.01, 0.03, 0.00], [0.06, -0.13, -0.15], [-0.01, 0.01, 0.00], [-0.12, 0.08, -0.14], [-0.05, 0.04, 0.05], [0.02, 0.00, -0.02], [0.18, 0.10, -0.08], [-0.05, 0.01, 0.03], [-0.05, 0.00, -0.03], [-0.15, -0.11, -0.01], [0.02, 0.01, -0.01], [0.02, 0.01, -0.02], [0.07, 0.16, -0.08], [0.00, -0.05, 0.06], [0.00, -0.04, 0.04], [0.02, -0.02, 0.02], [0.01, -0.07, 0.01], [0.04, 0.06, 0.06], [0.03, -0.01, -0.04], [0.02, -0.04, -0.04], [0.01, -0.01, -0.02], [-0.06, 0.06, -0.02], [0.03, 0.02, 0.01], [0.02, 0.00, 0.00], [0.08, -0.02, 0.02], [-0.02, -0.03, -0.01], [0.06, -0.01, 0.06], [0.01, 0.00, -0.02], [0.02, 0.02, 0.00], [-0.01, 0.05, 0.09], [-0.04, 0.04, 0.08], [0.01, 0.01, 0.18], [0.01, -0.05, -0.02], [0.01, 0.01, 0.03], [-0.09, 0.17, 0.03], [-0.01, -0.01, -0.01], [0.01, 0.00, 0.01], [0.00, -0.01, -0.02], [0.24, -0.06, -0.05], [0.04, 0.08, -0.01], [0.02, -0.07, -0.01], [0.03, 0.09, -0.01], [0.03, 0.01, 0.00]],
  "charge": 1,
  "homo_ha": -0.3617,
  "spin_multiplicity": 1
}


4.
{
  "formula": "C24H28ClF9InN2O3",
  "method": "wB97M-V/def2-TZVPD",
  "symbols": ["C", "H", "H", "F", "Cl", "F", "C", "C", "H", "C", "C", "C", "O", "O", "H", "H", "C", "C", "H", "H", "F", "F", "N", "C", "F", "In", "H", "H", "H", "C", "N", "H", "C", "C", "H", "H", "F", "F", "H", "C", "H", "H", "C", "O", "H", "C", "C", "F", "H", "C", "F", "H", "H", "H", "C", "C", "H", "H", "H", "C", "H", "H", "H", "H", "C", "C", "C", "C"],
  "coordinates": [[1.5216, 2.2938, 1.9109], [2.9985, 2.1583, -0.1363], [2.8799, 3.9370, -0.0121], [2.1512, 1.1823, 4.1361], [-2.1313, 0.2545, 1.4478], [-0.2263, -2.1929, 4.8996], [0.2574, -2.7408, 2.5041], [0.6205, -4.2866, 0.6281], [0.3457, -2.9873, -3.3537], [-1.6548, -1.2928, -2.1353], [-1.9362, -2.5669, -1.3693], [-0.8583, 2.8812, -0.5486], [-0.7323, 4.1540, -0.2039], [-0.5946, -4.2186, -0.1887], [2.3575, -1.3442, 1.4791], [0.2370, 2.9348, -3.4218], [-1.0175, 1.1789, -3.3598], [-2.0395, -0.0631, -1.5586], [2.4037, 2.7858, 2.3469], [-2.0900, -3.4154, -2.0506], [-0.3160, 1.9728, 5.2046], [-1.0568, 2.3891, 3.1725], [0.0980, 2.0752, -0.1056], [-0.9442, 1.4291, 4.1104], [1.4349, -0.2237, 5.6249], [-0.0346, -0.0103, -0.1794], [0.8402, -3.3386, 3.2368], [0.9632, 5.1151, 0.5760], [-2.2637, 3.2739, -2.0592], [2.2646, -2.3602, 1.0788], [-0.0047, -2.0816, 0.1418], [1.7328, 1.2264, 1.8040], [0.8275, -2.8614, 1.1154], [1.1210, 2.9062, 0.6010], [-2.6704, -0.0689, -0.6531], [0.3955, -1.7020, 2.7466], [2.1595, -0.9564, 3.7142], [-1.1421, -0.5344, 5.8517], [-0.8242, -2.9691, 2.5526], [-0.8923, -1.0460, 4.6201], [1.4636, -4.5992, -0.0086], [-0.1248, 4.2911, 1.7677], [-0.8303, -2.9380, -0.4409], [0.2191, -0.0128, 2.4439], [-0.0429, -2.3418, -4.9517], [-0.9616, -1.2730, -3.3483], [2.3429, 3.0236, -0.2834], [-2.2354, 1.1781, 4.4226], [0.7067, 2.3955, 2.6196], [-0.4563, -2.5478, -3.9599], [-2.0460, -1.3579, 3.9835], [-0.1488, -0.0373, -4.9092], [-1.3935, 3.1925, -4.0660], [-1.2448, -3.2979, -4.0687], [0.3566, 4.2245, 0.7748], [-0.6827, -0.0438, -3.9485], [-0.1970, 2.2739, -4.9995], [-2.8378, -2.4249, -0.7493], [2.8821, -3.0210, 1.6975], [-2.0117, 2.4461, -1.3808], [2.0299, 3.0680, -1.3285], [2.6282, -2.3848, 0.0488], [-2.8489, 2.2651, -0.6897], [0.4383, -5.0055, 1.4400], [-0.5775, 2.4677, -3.9914], [-1.7068, 1.1776, -2.1456], [1.4467, 0.0314, 4.3304], [-0.0707, 0.0912, 3.6979]],
  "atomic_forces_ev_per_a": [[0.24, 0.32, 0.49], [-0.17, 0.15, -0.19], [0.16, -0.06, -0.08], [-0.25, -0.81, 0.46], [-1.60, 0.08, -0.73], [-0.40, 0.29, 0.06], [-0.01, -0.32, 0.20], [0.19, -0.25, -0.58], [-0.09, 0.08, -0.01], [-0.54, 0.38, -0.74], [-0.32, -0.18, -0.08], [2.73, -2.01, 1.34], [0.02, 0.98, -0.06], [0.24, -1.14, -0.06], [-0.20, -0.31, -0.25], [-0.13, -0.08, 0.00], [-0.27, 0.04, 0.43], [-0.47, -0.10, -0.63], [-0.11, 0.07, -0.35], [-0.12, 0.21, 0.24], [-0.72, 0.24, -0.46], [0.39, -0.19, 0.54], [-2.23, 5.08, -0.09], [0.10, -0.47, 0.18], [0.77, -0.17, 1.14], [2.10, -0.25, -0.01], [-0.37, 0.04, -0.65], [-0.27, -0.15, -0.07], [-0.07, -0.19, 0.26], [0.18, -0.40, -0.12], [-2.43, -4.85, 0.52], [0.10, 0.48, -0.12], [-0.37, 0.07, -0.25], [-0.49, -0.12, -0.26], [0.40, 0.00, -0.58], [-0.24, -0.50, -0.10], [-0.27, 0.81, 0.85], [-0.46, -0.17, -0.40], [0.57, -0.15, -0.12], [0.15, 0.40, -0.98], [-0.39, -0.18, 0.00], [0.27, 0.01, -0.43], [2.35, 2.30, 1.32], [-0.38, -0.20, -0.05], [-0.03, -0.11, 0.10], [-0.35, -0.24, 0.53], [0.14, 0.17, -0.39], [0.67, 0.12, 0.41], [0.64, -0.08, -0.31], [0.16, 0.03, -0.24], [0.66, -0.24, 1.09], [-0.22, 0.00, 0.42], [0.07, -0.05, 0.00], [0.05, 0.05, 0.01], [-0.34, 0.00, 0.13], [0.45, 0.07, 0.01], [-0.06, 0.11, 0.12], [0.19, -0.13, -0.23], [0.04, 0.04, -0.01], [-0.29, 0.09, -0.17], [0.27, 0.07, -0.05], [0.10, 0.09, 0.09], [0.14, 0.13, -0.15], [0.09, 0.23, -0.38], [0.17, 0.01, -0.25], [-0.48, -0.37, -0.61], [-1.25, 0.76, -0.35], [1.57, 0.47, 0.66]],
  "charge": -1,
  "homo_ha": [-0.0518, -0.0541],
  "spin_multiplicity": 1
}


Among the records above, which one has the highest charge? C32H73ClN9O9


Among the records above, which one has the lowest charge? C24H28ClF9InN2O3